one | Formula: C18H22O3
Source: the Open Molecules 2025 dataset
Level of theory: ωB97M-V with the def2-TZVPD basis set

Element x y z (Å)
O -5.69424 -2.66683 -1.49507
O -5.47156 -4.52967 -0.28247
O -0.29495 0.49869 -4.05872
C -4.98952 -3.38317 -0.78031
C -3.59847 -3.08041 -0.58261
C -2.98692 -1.92323 -1.00947
C -1.54784 -1.64506 -0.78936
C -1.00980 -0.45682 -1.22471
C 2.47157 0.24871 -2.25896
C 3.05558 0.77895 -1.11427
C 0.37711 -0.03895 -1.12596
C 1.15540 -0.18440 -2.28590
C 2.28221 0.93184 0.06694
C 0.93572 0.53917 0.06204
C 0.55362 -0.57287 -3.63128
C -0.88307 1.79162 1.15471
C 2.56287 1.95108 3.78079
C 2.88791 1.49109 1.30418
C 0.88757 0.68576 2.59800
C 0.05916 0.58618 1.32060
C 1.87738 1.82526 2.43460
H -6.35930 -4.58040 -0.61698
H 0.07667 1.36307 -3.83496
H -3.08829 -3.87420 -0.06371
H -3.55246 -1.19637 -1.57440
H -0.88806 -2.37205 -0.28228
H -1.72176 0.23760 -1.65058
H 3.08110 0.23328 -3.16337
H 4.11073 1.12513 -1.12525
H 1.30228 -0.75909 -4.43149
H -0.07817 -1.47664 -3.56553
H -1.62015 1.81102 1.95390
H -1.46175 1.74917 0.22614
H -0.35080 2.76390 1.08036
H 3.05798 1.00191 4.08739
H 1.84688 2.19410 4.57242
H 3.35875 2.69958 3.74656
H 3.65024 0.80808 1.66610
H 3.44088 2.36187 1.05168
H 1.45533 -0.24642 2.74106
H 0.25149 0.87256 3.48920
H -0.54036 -0.33953 1.40209
H 1.39905 2.77647 2.20885

Computed properties:
LUMO level = -0.1129 eV
SMILES string = C[C@H]1Cc2ccc(CO)c(/C=C/C=C/C(=O)O)c2[C@H](C)C1
2S+1 = 1
Kohn-Sham gap = 0.32257 Ha

Atomic partial charges in e from the natural (NBO) method, atoms 1 to 6: O -0.6201; O -0.6663; O -0.7273; C 0.7320; C -0.3368; C -0.0959

=====

two | Formula: C18H22O3
Source: the Open Molecules 2025 dataset
Level of theory: ωB97M-V with the def2-TZVPD basis set

Element x y z (Å)
C 1.44876 3.17346 -0.13259
H 0.95481 3.16190 -1.10174
H 2.02487 2.25923 -0.03028
H 2.12761 4.02280 -0.09444
C 0.41515 3.26535 0.98932
C -0.56210 2.12565 0.92466
C -1.74610 2.25437 0.21992
C -2.66510 1.22096 0.15702
C -2.39713 0.03970 0.81891
C -1.21366 -0.12126 1.51884
C -0.28448 0.90921 1.56610
O 0.92069 0.85059 2.21769
C 1.26157 -0.26587 3.00416
C 2.05668 -1.34765 2.24687
O 1.29090 -2.07080 1.31615
C 1.03692 -1.53584 0.07749
C 1.77844 -0.55378 -0.54871
C 1.42362 -0.09226 -1.80821
C 0.32299 -0.60453 -2.46476
C -0.41501 -1.61223 -1.84832
C -0.07558 -2.08529 -0.59504
O -0.74908 -3.05924 0.08292
C -1.86414 -3.64814 -0.53405
H -2.64691 -2.91085 -0.74291
H -2.24102 -4.38223 0.17700
H -1.58976 -4.15643 -1.46481
H -1.27276 -2.01082 -2.36706
C -0.10047 -0.08892 -3.80728
H -0.27707 -0.91059 -4.49928
H 0.65843 0.56547 -4.22787
H -1.02828 0.47564 -3.71451
H 2.01760 0.68146 -2.27104
H 2.63959 -0.12241 -0.06309
H 2.94015 -0.89368 1.78654
H 2.38902 -2.09133 2.97742
H 0.37805 -0.71322 3.46994
H 1.91150 0.12701 3.79419
H -1.02438 -1.06815 1.99924
H -3.10823 -0.77308 0.79512
H -3.58367 1.34257 -0.39750
H -1.95414 3.18905 -0.28144
H 0.92921 3.24464 1.95125
H -0.12749 4.20954 0.90417

Computed properties:
LUMO level = 0.8722 eV
SMILES string = CCc1ccccc1OCCOc1ccc(C)cc1OC
2S+1 = 1
Kohn-Sham gap = 0.31900 Ha

Atomic partial charges in e from the natural (NBO) method, atoms 1 to 6: C -0.5916; H 0.2026; H 0.2055; H 0.2040; C -0.4177; C -0.0772

=====

Q: What are the energies relative to the best structure? A: one 0.000; two 0.254, in eV.